(1)
2 unconnected molecules or ions with the total composition C16H34N4O5 in a non-equilibrium geometry. Source: the OMol25 dataset; level of theory: ωB97M-V/def2-TZVPD.

Each line ends with the natural charge from an NBO analysis.
CARTESIAN COORDINATES (ANGSTROEM)
O (-1.0520, -1.2262, 3.1208)  -0.674
O (0.7721, -0.5659, -2.5214)  -0.672
O (3.9469, -2.6949, 0.6872)  -0.737
O (-1.8421, 0.5469, 1.9041)  -0.516
O (4.2403, 0.2000, 0.2921)  -0.672
N (-2.4663, 1.4229, -0.9472)  -0.470
N (1.8792, -2.0333, -1.2284)  -0.603
N (0.3121, 0.5361, 2.8225)  -0.462
N (3.2468, 0.5088, -1.6894)  -0.609
C (1.7651, -3.0373, 1.5391)  -0.629
C (-2.1494, 2.7829, -0.4629)  -0.413
C (-3.0236, -0.2016, 1.5876)  -0.057
C (3.3307, -0.0767, -0.4894)  0.664
C (4.1949, 1.4901, -2.2128)  -0.412
C (-1.9318, 1.1249, -2.2903)  -0.399
C (-0.9042, -0.1142, 2.6238)  0.893
C (-4.9076, 1.6665, -1.2716)  -0.630
C (0.5224, 1.8562, 2.2283)  -0.410
C (2.7826, -1.9977, 1.0675)  0.097
C (1.2825, 0.0331, 3.7985)  -0.402
C (1.1385, -1.7080, -2.2854)  0.687
C (0.7786, -2.8275, -3.2322)  -0.706
C (-3.7885, 0.8323, -0.6371)  -0.025
C (-4.0488, 0.6857, 0.8741)  -0.426
C (2.2804, -1.1457, -0.1153)  -0.150
H (-0.1771, 2.5820, 2.6556)  0.195
H (2.1742, -2.9948, -1.1437)  0.411
H (-5.0332, 0.2266, 1.0017)  0.217
H (4.0378, 1.6243, -3.2841)  0.207
H (-2.3848, 2.8966, 0.5983)  0.203
H (5.2183, 1.1504, -2.0398)  0.214
H (-3.8287, -0.1722, -1.0738)  0.192
H (1.3940, -0.6069, 0.2208)  0.234
H (1.6877, -3.2767, -3.6275)  0.230
H (-4.9448, 2.6680, -0.8339)  0.203
H (-4.0838, 1.6642, 1.3599)  0.211
H (-3.4768, -0.5788, 2.5112)  0.195
H (1.5406, 2.2146, 2.4056)  0.210
H (0.3684, 1.8131, 1.1449)  0.210
H (3.0165, -1.3431, 1.9074)  0.194
H (-4.7493, 1.7638, -2.3490)  0.210
H (2.2649, 0.4915, 3.6489)  0.207
H (1.4101, -1.0499, 3.7100)  0.222
H (-0.8895, 1.4482, -2.3671)  0.213
H (-5.8768, 1.1847, -1.1125)  0.206
H (0.8075, -2.5566, 1.7322)  0.234
H (4.0531, 2.4448, -1.7043)  0.201
H (2.4365, 0.2755, -2.2548)  0.430
H (-1.0825, 2.9907, -0.5900)  0.201
H (-2.7142, 3.5326, -1.0257)  0.163
H (1.6309, -3.8146, 0.7879)  0.199
H (0.1979, -3.5762, -2.6969)  0.229
H (0.1848, -2.4217, -4.0504)  0.243
H (2.1221, -3.4977, 2.4605)  0.226
H (-2.5087, 1.6450, -3.0608)  0.153
H (-2.7715, -1.0632, 0.9600)  0.186
H (0.9438, 0.2604, 4.8142)  0.195
H (4.6455, -2.0316, 0.6226)  0.491
H (-1.9715, 0.0495, -2.4897)  0.201

Calculated values
SMILES: CNC(=O)[C@@H](NC(C)=O)[C@@H](C)O.C[C@H](CCOC(=O)N(C)C)N(C)C
HOMO-LUMO gap, eV: 8.46
Total charge: 0


(2)
8 unconnected molecules or ions with the total composition C33H41N8O14 in a non-equilibrium geometry. Source: the OMol25 dataset; level of theory: ωB97M-V/def2-TZVPD.

Each line ends with the Löwdin charge.
CARTESIAN COORDINATES (ANGSTROEM)
O (39.0235, -29.8104, 5.1677)  0.090
O (32.0951, -42.5296, 6.5562)  0.009
O (43.3129, -43.7947, 11.8671)  0.056
O (32.5266, -35.2636, 3.0267)  -0.017
O (37.0167, -28.8684, 5.0671)  -0.017
O (36.6610, -36.8320, 0.3739)  -0.103
O (33.0928, -38.8545, 9.4771)  -0.030
O (36.6580, -37.7830, 7.1578)  -0.025
O (42.2521, -43.6305, 4.5243)  -0.032
O (37.6257, -38.2143, 9.0520)  -0.119
O (38.1680, -36.5142, 7.8306)  -0.041
O (40.7027, -44.2426, 5.9129)  0.111
O (33.1158, -40.6707, 6.1591)  0.092
O (44.6242, -42.0622, 12.5580)  0.006
N (32.7674, -36.1927, 5.0589)  -0.196
N (33.9378, -37.8801, 11.3160)  -0.182
N (33.1066, -41.7467, 6.6484)  -0.357
N (37.4990, -37.5294, 7.9590)  -0.639
N (36.8512, -36.3797, 2.5940)  -0.185
N (41.3294, -43.3927, 5.4325)  -0.341
N (43.6728, -42.6255, 11.9134)  -0.331
N (37.8360, -29.8958, 5.2675)  -0.360
C (36.7261, -37.3007, 1.5943)  -0.275
C (33.5017, -37.0887, 5.9033)  -0.045
C (34.4656, -43.6443, 7.8695)  0.100
C (37.2837, -33.5980, 6.4291)  -0.041
C (40.8475, -41.9557, 5.2691)  -0.074
C (34.0358, -38.6679, 10.2518)  -0.336
C (39.7600, -39.2083, 5.0183)  -0.050
C (31.7402, -35.3290, 5.6737)  0.000
C (33.0962, -35.9957, 3.8144)  -0.398
C (35.9523, -33.6588, 6.2403)  -0.119
C (41.0996, -42.0234, 11.1116)  0.068
C (39.0299, -40.1648, 5.6636)  -0.070
C (35.1515, -37.7785, 12.1756)  -0.026
C (34.3729, -42.1100, 7.3393)  -0.060
C (42.9519, -40.0555, 11.5543)  0.009
C (36.7350, -34.9049, 2.3597)  -0.003
C (35.4613, -41.1584, 7.6028)  0.054
C (35.0486, -32.6273, 5.7308)  -0.025
C (35.8805, -43.9525, 8.5211)  -0.099
C (40.0240, -40.9706, 10.8255)  -0.054
C (41.8040, -39.0951, 11.2887)  -0.022
C (32.7885, -37.2390, 11.7677)  -0.088
C (37.1007, -36.8864, 3.9916)  -0.046
C (41.1184, -39.5649, 4.2967)  0.020
C (39.4400, -41.6424, 5.7225)  0.052
C (35.7364, -31.4254, 5.2225)  0.041
C (37.2103, -31.1197, 5.6049)  -0.104
C (38.0410, -32.2361, 6.2870)  0.124
C (42.5787, -41.5785, 11.5825)  -0.048
C (36.8982, -43.0108, 8.7547)  -0.107
C (36.8259, -41.5285, 8.2836)  0.032
C (40.4314, -39.6200, 10.8304)  -0.044
C (41.6610, -40.9820, 4.3654)  0.032
H (41.0041, -43.0980, 11.4023)  0.082
H (41.8826, -38.0264, 11.6132)  0.092
H (37.5767, -40.8145, 8.4146)  0.034
H (33.8805, -36.7694, 3.2774)  0.177
H (31.9945, -35.1629, 6.7380)  0.103
H (41.8122, -38.7960, 3.8828)  0.087
H (31.7605, -37.7937, 11.9851)  0.149
H (32.5737, -36.5773, 11.0562)  0.044
H (33.3937, -38.1273, 5.4895)  0.102
H (37.8957, -36.2737, 4.2729)  0.051
H (35.7881, -34.7370, 2.0150)  0.055
H (37.5805, -34.7119, 1.7897)  0.066
H (38.8237, -42.4329, 6.2824)  0.106
H (34.9522, -37.1994, 13.2013)  0.142
H (31.6288, -34.6280, 5.0495)  -0.006
H (35.1706, -30.7618, 4.6499)  0.065
H (37.6201, -34.4238, 6.7785)  -0.002
H (34.5023, -36.6928, 6.0780)  0.051
H (36.7894, -34.2123, 3.2687)  0.105
H (32.9075, -36.5571, 12.4946)  0.039
H (39.5983, -38.9963, 10.6501)  0.059
H (35.3722, -40.3138, 7.2607)  -0.026
H (35.4892, -38.7146, 12.2675)  0.018
H (35.4228, -34.5402, 6.6554)  0.107
H (35.0866, -39.2892, 9.9481)  0.185
H (36.2561, -36.4883, 4.6239)  0.072
H (39.1361, -32.1631, 6.5057)  0.105
H (36.4892, -38.3558, 2.0493)  0.157
H (37.3633, -37.9313, 4.2590)  0.079
H (37.9469, -43.2216, 9.1329)  0.099
H (39.5384, -38.2642, 4.9653)  0.013
H (43.9342, -39.6825, 11.9267)  0.089
H (33.5870, -44.2375, 7.5284)  0.081
H (33.9440, -32.7710, 5.7085)  0.104
H (35.9918, -37.4607, 11.5529)  0.081
H (38.0381, -39.9820, 6.1024)  0.080
H (39.0830, -41.1676, 10.8141)  0.012
H (32.9559, -36.9949, 6.8901)  0.101
H (30.8114, -35.9151, 5.6903)  0.107
H (36.1456, -45.0326, 8.8028)  0.100
H (42.5866, -41.3486, 4.0875)  0.047

Calculated values
HOMO-LUMO gap, eV: 6.96
Total charge: -1
Energy above the lowest of the compared OMol25 structures with the same formula, charge and spin, eV: 3.172


Q: Which formula does entry 1 have?
A: C16H34N4O5


Q: The highest HOMO-LUMO gap belongs to which entry?
A: C16H34N4O5


Q: What is the total charge in the second record?
A: -1